1.
Below is a structure of composition C23H20N3O9Sr, with properties calculated with ωB97M-V with the def2-TZVPD basis set.

Positions of all 56 atoms, in Å:
1 Sr 0.960 1.033 -0.398
2 O 4.245 -0.328 -5.918
3 C 3.695 -0.070 -4.694
4 C 3.748 -0.998 -3.664
5 C 3.155 -0.666 -2.456
6 N 2.595 0.523 -2.284
7 C 2.539 1.422 -3.263
8 C 3.067 1.158 -4.515
9 C 1.831 2.770 -2.946
10 O 1.468 3.444 -3.916
11 O 1.682 3.011 -1.716
12 C 3.081 -1.649 -1.265
13 O 3.664 -2.720 -1.405
14 O 2.418 -1.233 -0.261
15 H 4.632 -1.208 -5.896
16 H 4.217 -1.969 -3.769
17 H 2.991 1.883 -5.311
18 O -0.222 -0.974 0.579
19 C -0.957 -0.773 1.791
20 C -1.253 0.784 1.912
21 O -2.344 1.182 2.317
22 O -0.260 1.511 1.617
23 C -2.150 -1.736 1.722
24 C -3.482 -1.396 1.923
25 C -4.473 -2.370 1.840
26 C -4.155 -3.687 1.565
27 C -2.824 -4.037 1.370
28 C -1.840 -3.071 1.450
29 C -0.128 -1.105 3.027
30 C 1.212 -1.463 2.967
31 C 1.911 -1.752 4.137
32 C 1.286 -1.676 5.368
33 C -0.052 -1.305 5.431
34 C -0.752 -1.025 4.272
35 H 0.588 -1.508 0.649
36 H -3.728 -0.369 2.138
37 H -5.507 -2.084 1.991
38 H -4.936 -4.436 1.503
39 H -2.559 -5.065 1.154
40 H -0.805 -3.352 1.294
41 H 1.764 -1.517 2.034
42 H 2.954 -2.034 4.063
43 H 1.836 -1.900 6.274
44 H -0.553 -1.235 6.389
45 H -1.794 -0.733 4.321
46 C -1.428 4.998 -2.800
47 N -1.455 3.545 -2.785
48 C -1.502 2.803 -1.646
49 N -2.039 3.339 -0.529
50 O -1.061 1.643 -1.640
51 H -2.356 5.421 -3.190
52 H -0.589 5.313 -3.418
53 H -1.240 5.408 -1.807
54 H -0.811 3.127 -3.443
55 H -2.315 4.302 -0.499
56 H -1.968 2.824 0.339

Properties
**Net charge**: -1
**Lowest unoccupied orbital energy**: 0.0956 hartree

=====

2.
Below is a structure of composition C23H20N4O3S at a distorted geometry, with properties calculated with ωB97M-V with the def2-TZVPD basis set.

Positions of all 51 atoms, in Å:
1 C -7.838 -2.213 -0.675
2 H -7.960 -2.363 0.299
3 O -7.394 -0.786 -1.072
4 C -6.407 -0.367 -0.461
5 C -6.164 0.820 -0.899
6 C -5.165 1.555 -0.131
7 C -4.366 0.849 0.876
8 C -4.572 -0.327 0.896
9 C -5.684 -0.980 0.361
10 H -5.775 -2.080 0.715
11 H -3.974 -0.676 1.733
12 C -3.186 1.758 1.217
13 N -1.816 1.033 0.575
14 C -1.384 1.943 -0.401
15 S -2.163 3.142 -1.237
16 N -0.333 1.366 -0.900
17 C 0.508 0.177 -0.514
18 C 1.591 -0.146 -1.133
19 C 2.448 -1.055 -0.770
20 C 1.865 -1.785 0.554
21 C 0.705 -1.412 0.987
22 C -0.082 -0.219 0.748
23 C -1.183 0.255 1.336
24 O -1.657 -0.313 2.474
25 H 0.380 -1.734 1.720
26 H 2.518 -2.671 0.789
27 C 3.554 -1.830 -1.465
28 O 3.515 -1.759 -2.676
29 N 4.609 -1.843 -0.647
30 H 5.505 -2.165 -1.245
31 C 5.047 -1.115 0.470
32 C 5.898 -0.048 0.220
33 C 7.227 0.081 0.938
34 N 7.989 0.941 0.753
35 C 7.575 2.028 0.051
36 C 6.408 2.345 -0.534
37 C 5.543 1.070 -0.590
38 H 4.539 1.074 -0.619
39 H 6.058 3.045 -1.141
40 H 8.197 3.038 0.053
41 H 7.653 -0.852 1.683
42 H 3.979 -0.853 1.270
43 H 5.447 -2.024 1.158
44 H 1.911 0.256 -2.091
45 H -0.082 1.947 -1.938
46 H -2.995 2.679 1.183
47 H -2.915 1.298 2.421
48 H -4.781 2.525 -0.398
49 H -6.815 1.599 -1.541
50 H -7.222 -2.835 -1.008
51 H -8.756 -2.374 -1.394

Properties
**Lowest unoccupied orbital energy**: -0.0432 hartree

=====

3.
Below is an isolated molecule of C23H20N4O5S2 at a distorted geometry, with properties calculated with ωB97M-V with the def2-TZVPD basis set.

Positions of all 54 atoms, in Å:
1 O -1.890 -0.695 -0.862
2 C -0.743 -0.466 -1.198
3 N -0.063 0.633 -0.844
4 C -0.663 1.750 -0.154
5 H -0.182 1.894 0.820
6 H -1.717 1.502 -0.007
7 C -0.543 3.026 -0.999
8 C -1.219 2.815 -2.325
9 C -2.594 2.972 -2.444
10 C -3.230 2.714 -3.644
11 C -2.499 2.289 -4.741
12 C -1.129 2.128 -4.631
13 C -0.494 2.388 -3.429
14 H 0.577 2.265 -3.352
15 H -0.553 1.798 -5.483
16 H -2.996 2.086 -5.678
17 H -4.299 2.842 -3.724
18 H -3.168 3.299 -1.589
19 H -1.012 3.846 -0.455
20 H 0.513 3.263 -1.144
21 H 0.925 0.687 -1.058
22 C 0.063 -1.437 -2.051
23 H -0.599 -1.938 -2.756
24 H 0.894 -0.961 -2.564
25 S 0.725 -2.780 -0.995
26 C 1.799 -1.836 -0.020
27 N 2.330 -0.698 -0.355
28 C 3.070 -0.301 0.741
29 C 3.834 0.840 0.935
30 C 4.462 0.983 2.157
31 C 4.337 0.024 3.161
32 C 3.583 -1.123 2.984
33 C 2.953 -1.267 1.764
34 N 2.134 -2.267 1.249
35 S 1.253 -3.469 2.069
36 O 1.720 -3.473 3.415
37 O 1.310 -4.666 1.300
38 C -0.390 -2.753 1.971
39 C -0.572 -1.468 2.431
40 C -1.826 -0.890 2.273
41 C -2.870 -1.581 1.673
42 C -2.662 -2.875 1.228
43 C -1.415 -3.463 1.370
44 H -1.206 -4.456 1.005
45 H -3.462 -3.414 0.746
46 H -3.821 -1.087 1.543
47 N -2.024 0.476 2.698
48 O -3.158 0.891 2.757
49 O -1.032 1.124 2.959
50 H 0.232 -0.918 2.896
51 H 3.477 -1.869 3.754
52 H 4.843 0.180 4.101
53 H 5.064 1.860 2.342
54 H 3.932 1.578 0.155

Properties
**SMILES**: O=C(CSc1nc2ccccc2n1S(=O)(=O)c1cccc([N+](=O)[O-])c1)NCCc1ccccc1
**Lowest unoccupied orbital energy**: -0.0279 hartree

=====

The records above give, respectively, E values of -47918.757 -47094.340 -62041.957 eV.